Run i
60
Properties=species:S:1:pos:R:3:nbo_charge:R:1 method="wB97M-V/def2-TZVPD" gap_ev=7.62
C 0.31 -1.29 -2.44 -0.615
C 0.27 -2.21 -1.17 -0.400
C 0.10 -1.47 0.13 -0.494
C 0.96 -0.26 0.36 0.381
N 1.59 0.71 0.57 -0.540
H 1.09 -0.53 -2.39 0.208
H -0.64 -0.76 -2.36 0.227
H 0.39 -1.81 -3.39 0.220
H 1.24 -2.71 -1.18 0.209
H -0.53 -2.94 -1.26 0.213
H 0.40 -2.14 0.94 0.248
H -0.95 -1.21 0.15 0.231
C 2.46 3.33 2.18 -0.634
C 1.58 2.18 1.51 -0.314
C 0.03 2.51 1.39 -0.516
C -0.33 3.85 0.91 0.299
N -0.58 4.91 0.56 -0.344
H 3.54 3.18 2.25 0.257
H 2.06 3.43 3.19 0.187
H 2.22 4.32 1.80 0.213
H 1.74 1.20 1.95 0.247
H 1.84 2.06 0.46 0.250
H -0.30 2.59 2.43 0.262
H -0.41 1.70 0.80 0.221
C -0.87 -3.80 1.11 -0.601
C -2.40 -3.73 1.18 -0.390
C -3.00 -2.49 0.62 -0.534
C -2.58 -2.07 -0.71 0.295
N -2.28 -1.72 -1.79 -0.319
H -0.41 -2.90 1.53 0.185
H -0.67 -3.78 0.03 0.205
H -0.25 -4.58 1.55 0.232
H -2.74 -3.97 2.19 0.228
H -2.62 -4.60 0.57 0.215
H -2.96 -1.68 1.35 0.240
H -4.06 -2.72 0.59 0.270
C 3.22 0.56 -3.20 -0.609
C 4.02 1.10 -2.03 -0.380
C 3.70 0.69 -0.60 -0.536
C 4.28 1.50 0.48 0.320
N 4.78 2.16 1.23 -0.365
H 2.19 0.93 -3.30 0.210
H 3.33 -0.52 -3.18 0.201
H 3.75 0.92 -4.09 0.221
H 3.82 2.18 -2.07 0.204
H 5.09 0.99 -2.15 0.201
H 3.99 -0.33 -0.36 0.226
H 2.62 0.73 -0.50 0.285
C -2.09 0.60 -0.59 -0.607
C -3.60 0.83 -0.33 -0.380
C -3.94 0.40 1.12 -0.513
C -3.48 1.29 2.17 0.286
N -3.06 1.93 3.03 -0.323
H -1.87 0.89 -1.61 0.231
H -1.85 -0.45 -0.39 0.187
H -1.39 1.24 -0.05 0.195
H -4.13 0.15 -1.01 0.210
H -4.00 1.81 -0.59 0.229
H -3.59 -0.63 1.18 0.214
H -5.02 0.43 1.26 0.250



Run ii
60
Properties=species:S:1:pos:R:3:nbo_charge:R:1 method="wB97M-V/def2-TZVPD" gap_ev=11.55 smiles=CCCC#N.CCCC#N.CCCC#N.CCCC#N.CCCC#N
C -4.28 -0.21 0.54 -0.628
C -2.82 -0.51 1.05 -0.369
C -1.71 0.53 0.58 -0.520
C -2.05 1.96 0.85 0.306
N -2.11 3.09 1.06 -0.368
H -4.69 0.56 1.20 0.211
H -4.90 -1.06 0.81 0.209
H -4.49 0.08 -0.49 0.215
H -2.51 -1.50 0.73 0.210
H -2.85 -0.57 2.14 0.208
H -1.58 0.35 -0.48 0.259
H -0.82 0.29 1.16 0.265
C 2.27 1.94 0.69 -0.637
C 1.78 3.40 0.42 -0.377
C 1.86 4.19 1.74 -0.511
C 1.67 5.68 1.70 0.295
N 1.44 6.84 1.60 -0.345
H 2.20 1.32 -0.20 0.226
H 1.41 1.56 1.25 0.206
H 3.10 1.64 1.33 0.225
H 0.79 3.58 -0.01 0.227
H 2.49 3.79 -0.32 0.193
H 2.72 3.88 2.33 0.243
H 0.95 3.88 2.25 0.254
C 1.79 4.84 -4.84 -0.615
C 0.45 5.17 -4.16 -0.358
C 0.28 4.57 -2.72 -0.539
C 0.00 3.18 -2.54 0.304
N -0.20 2.07 -2.48 -0.355
H 1.76 5.26 -5.85 0.217
H 1.80 3.75 -4.92 0.211
H 2.61 5.32 -4.30 0.207
H -0.35 4.89 -4.86 0.208
H 0.49 6.25 -3.98 0.206
H -0.60 5.00 -2.24 0.263
H 1.25 4.87 -2.32 0.252
C 3.52 -1.74 -0.02 -0.615
C 2.73 -2.98 -0.50 -0.375
C 2.00 -3.72 0.68 -0.513
C 0.98 -2.85 1.32 0.322
N 0.19 -2.15 1.81 -0.382
H 3.69 -1.12 -0.90 0.216
H 4.47 -1.96 0.46 0.209
H 2.89 -1.20 0.69 0.212
H 3.37 -3.70 -1.00 0.213
H 1.92 -2.61 -1.13 0.208
H 2.64 -4.25 1.38 0.260
H 1.39 -4.51 0.25 0.247
C -2.82 -4.35 1.25 -0.632
C -3.07 -5.83 1.64 -0.390
C -1.86 -6.72 1.75 -0.514
C -0.58 -6.25 2.34 0.299
N 0.45 -5.92 2.85 -0.353
H -2.68 -4.00 0.23 0.211
H -1.95 -4.05 1.84 0.224
H -3.55 -3.70 1.74 0.219
H -3.82 -6.26 0.97 0.220
H -3.42 -5.62 2.64 0.212
H -1.57 -6.77 0.70 0.246
H -2.09 -7.64 2.27 0.257



run ii has the most favorable energy; the next structure is 1078.0 kJ/mol above.